[1]
The following is a DFT calculation (the ωB97M-V functional and the def2-TZVPD basis) of a single C2H4OS2 molecule at a distorted geometry.

The geometry in ORCA input format:
```
! RIJCOSX wB97M-V def2-TZVPD def2/J DEFGRID3
* xyz 0 1
C 0.23 -0.56 0.22
C 0.25 0.79 -0.47
H -0.20 -2.58 -0.60
H 0.07 -0.21 1.20
H 1.15 -1.06 0.18
H -0.85 1.91 1.36
O 0.66 0.91 -1.64
S -1.02 -1.57 -0.54
S -0.28 2.37 0.29
*
```

Calculated values
Kohn-Sham gap in eV: 9.96
SMILES string: O=C(S)CS
Electronic energy in hartree: -950.187777
Relative energy (zero: lowest compared OMol25 entry of this formula, charge and spin) in kcal per mole: 13.1
Maximum force in Eh/bohr: 0.0882

[2]
The following is a DFT calculation (the ωB97M-V functional and the def2-TZVPD basis) of a molecular structure, C32H88F2N9O12PbS2 at a distorted geometry.

The geometry in ORCA input format:
```
! RIJCOSX wB97M-V def2-TZVPD def2/J DEFGRID3
* xyz 1 1
Pb -1.86 2.53 1.68
N -0.21 0.86 1.21
S 1.37 1.04 1.19
O 1.97 0.56 -0.02
O 2.04 0.94 2.42
F 1.35 2.64 0.88
S -0.25 -0.85 1.10
O 0.37 -1.53 2.17
O -0.23 -1.37 -0.21
F -1.79 -0.90 1.58
C -4.18 -5.01 0.79
C -3.54 -3.96 -0.09
C -4.21 -2.60 0.06
O -3.60 -1.57 -0.73
C -3.72 -1.75 -2.13
N -2.09 -3.86 0.22
H -5.26 -5.00 0.61
H -4.04 -4.78 1.85
H -3.85 -6.02 0.56
H -3.52 -4.29 -1.13
H -4.07 -2.26 1.09
H -5.28 -2.64 -0.19
H -3.04 -1.07 -2.65
H -4.75 -1.56 -2.49
H -3.44 -2.75 -2.47
H -2.00 -3.67 1.22
H -1.72 -3.06 -0.28
C -5.84 0.76 1.09
C -4.96 1.18 -0.07
C -5.29 2.56 -0.57
O -4.63 2.76 -1.80
C -4.94 4.03 -2.35
N -3.51 1.16 0.36
H -6.85 0.57 0.71
H -5.85 1.52 1.86
H -5.54 -0.20 1.49
H -5.04 0.49 -0.91
H -4.95 3.32 0.15
H -6.37 2.60 -0.75
H -4.54 4.84 -1.73
H -6.01 4.14 -2.50
H -4.45 4.12 -3.32
H -3.28 0.18 0.55
H -3.01 1.26 -0.53
C 5.64 0.27 2.11
C 5.54 -1.24 2.14
C 4.08 -1.63 2.32
O 3.99 -3.03 2.48
C 2.66 -3.46 2.67
N 6.07 -1.84 0.88
H 5.13 0.72 1.25
H 6.68 0.59 1.99
H 5.21 0.70 3.02
H 6.13 -1.66 2.96
H 3.50 -1.29 1.44
H 3.65 -1.12 3.20
H 2.05 -3.30 1.78
H 2.21 -2.95 3.54
H 2.66 -4.53 2.88
H 5.63 -2.76 0.88
H 5.55 -1.35 0.14
C -0.73 1.33 -2.54
C -0.58 2.74 -1.97
C -0.56 3.80 -3.05
O 0.48 3.51 -3.93
C 0.64 4.50 -4.92
N -1.69 2.98 -1.02
H -0.54 0.59 -1.76
H -0.05 1.14 -3.37
H -1.75 1.13 -2.90
H 0.39 2.71 -1.47
H -0.39 4.79 -2.58
H -1.52 3.88 -3.58
H 1.63 4.46 -5.37
H 0.48 5.51 -4.52
H -0.11 4.40 -5.72
H -2.57 3.08 -1.55
H -1.59 3.97 -0.73
C 2.12 6.41 3.88
C 2.59 5.30 2.94
C 4.03 5.51 2.52
O 4.41 4.46 1.67
C 5.79 4.51 1.36
N 2.40 3.98 3.61
H 2.23 7.39 3.41
H 2.69 6.42 4.81
H 1.07 6.27 4.14
H 1.95 5.28 2.05
H 4.66 5.50 3.42
H 4.10 6.49 2.02
H 5.97 3.71 0.65
H 6.41 4.31 2.24
H 6.08 5.47 0.92
H 3.14 3.42 3.17
H 2.71 4.02 4.58
C -1.77 0.30 4.51
C -3.17 0.55 3.94
C -4.23 -0.12 4.79
O -5.48 0.23 4.23
C -6.54 -0.47 4.84
N -3.40 2.02 3.83
H -0.99 0.64 3.83
H -1.56 -0.77 4.62
H -1.68 0.77 5.49
H -3.24 0.12 2.94
H -4.20 0.28 5.82
H -4.10 -1.21 4.77
H -6.69 -0.15 5.88
H -6.32 -1.55 4.88
H -7.47 -0.30 4.30
H -3.06 2.45 4.69
H -4.42 2.12 3.87
C -0.29 -4.01 -2.79
C 0.64 -4.84 -3.68
C 1.29 -5.95 -2.89
O 2.33 -6.49 -3.69
C 3.10 -7.45 -3.03
N -0.16 -5.38 -4.82
H 0.25 -3.60 -1.93
H -1.16 -4.55 -2.42
H -0.57 -3.10 -3.33
H 1.38 -4.17 -4.12
H 0.55 -6.70 -2.57
H 1.74 -5.55 -1.97
H 2.50 -8.18 -2.47
H 3.80 -6.99 -2.32
H 3.68 -7.98 -3.79
H 0.31 -6.23 -5.13
H -1.03 -5.73 -4.44
C 3.59 -2.44 -2.16
C 4.30 -1.11 -2.45
C 3.56 -0.32 -3.50
O 4.35 0.76 -3.94
C 3.63 1.63 -4.76
N 4.47 -0.38 -1.20
H 2.52 -2.28 -1.99
H 4.05 -2.93 -1.31
H 3.71 -3.11 -3.02
H 5.26 -1.41 -2.87
H 2.55 -0.02 -3.17
H 3.36 -1.00 -4.36
H 3.32 1.19 -5.71
H 4.26 2.50 -4.96
H 2.77 2.06 -4.22
H 3.58 -0.02 -0.89
H 5.04 0.44 -1.40
*
```

Calculated values
Kohn-Sham gap in eV: 5.64
Electronic energy in hartree: -3856.330863
Relative energy (zero: lowest compared OMol25 entry of this formula, charge and spin) in kcal per mole: 0.0
Maximum force in Eh/bohr: 0.1008

[3]
The following is a DFT calculation (the ωB97M-V functional and the def2-TZVPD basis) of a single C2H2N2S molecule at a distorted geometry.

The geometry in ORCA input format:
```
! RIJCOSX wB97M-V def2-TZVPD def2/J DEFGRID3
* xyz 0 1
C 0.50 -0.72 0.03
C 0.83 0.61 0.04
N 1.50 -1.57 -0.01
N 2.65 -1.53 0.00
S 2.41 1.12 -0.01
H -0.42 -1.03 -0.30
H -0.10 1.12 -0.13
*
```

Calculated values
Kohn-Sham gap (alpha / beta) in eV: 8.52 / 8.52
Electronic energy in hartree: -585.020223
Relative energy (zero: lowest compared OMol25 entry of this formula, charge and spin) in kcal per mole: 50.6
Maximum force in Eh/bohr: 0.0547

[4]
The following is a DFT calculation (the ωB97M-V functional and the def2-TZVPD basis) of a molecular structure, C18H29AuN3NbO4 at a distorted geometry.

The geometry in ORCA input format:
```
! RIJCOSX wB97M-V def2-TZVPD def2/J DEFGRID3
* xyz 2 1
N 1.19 -2.00 0.01
C 2.10 -2.70 0.45
O 2.96 -3.40 0.86
Au -2.62 -1.58 -0.77
Nb -0.19 -0.52 0.08
N -1.39 -0.20 -1.68
N 1.20 0.77 -0.58
C -0.99 -0.69 -3.03
C 2.64 0.81 -0.91
C -2.26 -0.81 -3.87
C -0.01 0.30 -3.66
C -0.38 -2.08 -2.89
C 3.41 0.68 0.40
C 3.00 2.13 -1.60
C 3.02 -0.32 -1.85
H -3.02 -1.38 -3.32
H -2.03 -1.35 -4.80
H -2.67 0.17 -4.13
H -0.54 1.16 -4.09
H 0.54 -0.21 -4.46
H 0.71 0.66 -2.91
H 0.51 -2.09 -2.25
H -0.10 -2.43 -3.89
H -1.11 -2.77 -2.47
H 3.15 1.49 1.08
H 4.49 0.73 0.19
H 3.19 -0.28 0.89
H 2.90 2.99 -0.92
H 2.38 2.29 -2.49
H 4.05 2.08 -1.92
H 4.10 -0.23 -2.06
H 2.49 -0.25 -2.80
H 2.86 -1.30 -1.41
C -2.04 1.14 -1.76
H -2.27 1.53 -0.77
H -1.40 1.88 -2.28
H -2.98 1.04 -2.32
C 0.67 2.06 -0.08
H -0.22 1.92 0.56
H 1.43 2.55 0.55
H 0.40 2.72 -0.91
O -3.42 1.00 3.36
C -2.66 0.29 4.23
C -3.10 0.19 5.56
C -2.33 -0.50 6.49
C -1.12 -1.11 6.12
C -0.67 -1.04 4.80
C -1.43 -0.34 3.86
C -0.99 -0.32 2.50
O 0.01 -1.03 2.12
O -1.55 0.40 1.58
H -2.95 0.98 2.50
H -4.04 0.67 5.83
H -2.68 -0.56 7.52
H -0.53 -1.64 6.86
H 0.26 -1.50 4.48
*
```

Calculated values
Kohn-Sham gap in eV: 5.21
Electronic energy in hartree: -1360.623929
Relative energy (zero: lowest compared OMol25 entry of this formula, charge and spin) in kcal per mole: 0.0
Maximum force in Eh/bohr: 0.1057

[5]
The following is a DFT calculation (the ωB97M-V functional and the def2-TZVPD basis) of a molecular structure, C11H24BrF9N2O13S3V at a distorted geometry.

The geometry in ORCA input format:
```
! RIJCOSX wB97M-V def2-TZVPD def2/J DEFGRID3
* xyz -1 1
O -0.51 -2.43 0.91
V -0.26 -1.13 1.82
O 1.28 -0.71 1.41
C 3.01 1.48 -0.56
C 4.26 1.19 0.25
C 4.89 2.40 0.90
O 4.14 2.94 1.93
C 4.81 3.97 2.60
N 3.89 0.20 1.33
H 4.64 -0.08 1.95
H 3.15 0.53 1.98
H 3.51 -0.62 0.84
H 2.40 0.61 -0.83
H 3.33 1.81 -1.56
H 2.37 2.27 -0.18
H 4.95 0.69 -0.43
H 5.17 3.17 0.16
H 5.89 2.11 1.27
H 5.81 3.64 2.93
H 4.31 4.27 3.52
H 5.01 4.82 1.94
C -1.04 -3.98 -2.08
C -1.63 -3.15 -3.21
C -2.87 -2.42 -2.75
O -3.23 -1.62 -3.87
C -4.26 -0.69 -3.52
N -0.61 -2.17 -3.70
H 0.22 -2.61 -4.08
H -1.08 -1.54 -4.37
H -0.38 -1.49 -2.96
H -0.38 -4.80 -2.36
H -1.87 -4.51 -1.61
H -0.61 -3.32 -1.32
H -1.99 -3.73 -4.07
H -2.57 -1.77 -1.91
H -3.68 -3.07 -2.40
H -5.06 -1.17 -2.96
H -4.69 -0.22 -4.40
H -3.83 0.16 -2.97
C 0.79 3.01 2.96
F 1.17 2.87 1.69
F 1.57 3.94 3.50
F -0.44 3.49 2.95
S 0.86 1.35 3.85
O -0.26 0.62 3.26
O 2.16 0.83 3.51
O 0.73 1.70 5.25
C -4.25 -2.63 0.49
F -5.32 -3.44 0.59
F -3.23 -3.44 0.18
F -4.50 -1.73 -0.45
S -3.96 -1.75 2.16
O -4.15 -2.82 3.12
O -2.58 -1.25 2.07
O -4.95 -0.68 2.21
C -1.15 2.60 -1.23
F 0.16 2.86 -1.20
F -1.71 3.26 -0.23
F -1.72 2.97 -2.38
S -1.48 0.75 -1.03
O -2.93 0.63 -0.94
O -0.92 0.11 -2.21
O -0.87 0.28 0.21
Br 0.50 -2.58 4.04
*
```

Calculated values
Kohn-Sham gap in eV: 6.44
Electronic energy in hartree: -7132.691407
Relative energy (zero: lowest compared OMol25 entry of this formula, charge and spin) in kcal per mole: 11.6
Maximum force in Eh/bohr: 0.0630

[6]
The following is a DFT calculation (the ωB97M-V functional and the def2-TZVPD basis) of a single C6H12O molecule.

The geometry in ORCA input format:
```
! RIJCOSX wB97M-V def2-TZVPD def2/J DEFGRID3
* xyz 0 1
C 2.77 -0.17 -0.26
O 1.53 0.49 -0.22
C 0.61 -0.07 0.69
C -0.80 0.13 0.16
C -1.49 1.41 0.58
C -1.01 -0.39 -1.23
C -1.64 -1.10 -0.06
H 2.64 -1.26 -0.33
H 3.40 0.05 0.61
H 3.28 0.17 -1.17
H 0.81 -1.15 0.80
H 0.72 0.38 1.69
H -0.80 2.26 0.53
H -1.88 1.34 1.60
H -2.34 1.64 -0.08
H -0.16 -0.86 -1.72
H -1.65 0.18 -1.90
H -1.24 -2.06 0.24
H -2.72 -1.00 0.08
*
```

Calculated values
Kohn-Sham gap in eV: 10.73
SMILES string: COCC1(C)CC1
Electronic energy in hartree: -310.999311
Relative energy (zero: lowest compared OMol25 entry of this formula, charge and spin) in kcal per mole: 37.6
Maximum force in Eh/bohr: 0.0063

[7]
The following is a DFT calculation (the ωB97M-V functional and the def2-TZVPD basis) of 2 unconnected molecules or ions with the total composition C4H10N2S at a distorted geometry.

The geometry in ORCA input format:
```
! RIJCOSX wB97M-V def2-TZVPD def2/J DEFGRID3
* xyz 0 1
C 0.30 -2.23 1.03
C 0.45 -1.48 -0.06
C 1.23 2.45 1.33
C 0.20 3.09 0.85
N -0.33 0.33 -1.77
N -1.33 -2.29 -1.88
S -1.06 -0.79 -0.93
H 1.18 -2.73 1.58
H -0.61 -2.59 1.44
H 1.38 -1.09 -0.61
H 2.05 2.28 0.60
H -2.21 -2.21 -2.34
H 1.22 2.24 2.34
H -0.57 3.36 1.44
H 0.30 3.59 -0.18
H -0.86 1.16 -1.62
H -1.34 -3.09 -1.25
*
```

Calculated values
Kohn-Sham gap in eV: 9.56
Electronic energy in hartree: -665.941796
Relative energy (zero: lowest compared OMol25 entry of this formula, charge and spin) in kcal per mole: 101.1
Maximum force in Eh/bohr: 0.0873

[8]
The following is a DFT calculation (the ωB97M-V functional and the def2-TZVPD basis) of 18 unconnected molecules or ions with the total composition C34H58Cl3NO32 at a distorted geometry.

The geometry in ORCA input format:
```
! RIJCOSX wB97M-V def2-TZVPD def2/J DEFGRID3
* xyz 0 1
C -20.19 2.91 0.26
C -19.09 3.92 0.03
C -18.31 3.63 -1.28
C -17.50 4.82 -1.75
C -18.38 6.03 -1.98
C -19.17 6.46 -0.78
N -19.72 5.28 0.02
O -20.58 5.68 0.91
C -20.43 7.29 -1.22
C -18.23 7.29 0.14
C -18.06 3.94 1.15
H -20.41 2.70 1.31
H -19.82 1.92 -0.01
H -21.16 2.94 -0.22
H -19.01 3.47 -2.11
H -17.70 2.74 -1.15
H -16.86 4.56 -2.60
H -16.76 5.03 -0.97
H -19.04 5.92 -2.84
H -17.60 6.74 -2.24
H -21.16 6.54 -1.53
H -20.37 8.01 -2.03
H -20.86 7.76 -0.34
H -17.88 8.21 -0.32
H -17.33 6.72 0.38
H -18.76 7.53 1.07
H -17.19 4.59 1.04
H -17.70 2.91 1.21
H -18.44 4.04 2.16
Cl -20.47 0.15 -2.95
O -20.88 1.53 -2.91
O -19.91 -0.21 -1.67
O -21.70 -0.61 -3.08
O -19.52 -0.25 -3.95
C -20.96 11.05 -1.73
C -20.53 11.03 -0.48
C -20.98 11.97 0.60
O -20.47 12.21 1.67
C -22.11 12.75 0.23
C -22.60 12.82 -1.04
C -22.05 11.98 -2.17
O -22.43 12.15 -3.32
O -23.64 13.60 -1.35
O -19.56 10.19 -0.02
H -20.64 10.37 -2.51
H -22.80 13.30 0.87
H -23.76 13.59 -2.31
H -19.20 10.49 0.82
C -17.80 3.97 5.80
C -18.59 4.92 6.36
C -18.48 5.34 7.76
O -19.15 6.17 8.35
C -17.45 4.63 8.50
C -16.67 3.72 7.96
C -16.78 3.28 6.57
O -16.02 2.50 6.02
O -15.58 3.23 8.61
O -19.42 5.66 5.59
H -17.78 3.81 4.73
H -17.24 4.96 9.51
H -15.07 2.60 8.10
H -19.83 6.29 6.20
C -26.76 4.55 0.43
C -25.55 3.99 0.26
C -24.23 4.63 0.56
O -23.13 4.20 0.26
C -24.40 5.90 1.20
C -25.58 6.51 1.43
C -26.91 5.94 0.95
O -27.97 6.53 1.00
O -25.71 7.61 2.23
O -25.51 2.64 -0.03
H -27.73 4.09 0.32
H -23.45 6.33 1.48
H -26.63 7.86 2.35
H -24.67 2.49 -0.50
C -16.29 -1.16 0.28
C -16.16 -2.16 1.18
C -16.08 -1.86 2.65
O -16.24 -2.62 3.57
C -15.77 -0.44 2.91
C -15.71 0.48 1.96
C -16.16 0.28 0.59
O -16.38 1.15 -0.23
O -15.32 1.75 2.19
O -16.45 -3.43 0.81
H -16.47 -1.38 -0.77
H -15.44 -0.07 3.87
H -15.36 2.28 1.38
H -16.42 -4.13 1.47
O -16.75 8.50 2.89
H -16.37 8.83 2.08
H -17.10 9.28 3.33
O -21.66 4.60 -2.86
H -21.16 5.06 -3.53
H -21.34 3.70 -2.89
O -20.13 5.16 -5.04
H -19.54 5.93 -4.94
H -20.48 5.23 -5.92
O -16.67 0.24 -3.06
H -16.88 0.34 -2.13
H -17.51 0.03 -3.48
O -16.49 10.23 0.42
H -15.81 10.21 -0.26
H -17.18 10.78 0.05
O -23.60 2.35 -1.88
H -23.07 3.14 -1.97
H -22.96 1.64 -1.77
O -14.57 3.56 -0.24
H -13.65 3.30 -0.18
H -14.85 3.28 -1.12
O -19.03 0.05 2.16
H -19.94 -0.23 2.05
H -18.78 -0.28 3.03
O -14.93 2.55 -2.81
H -15.58 1.87 -3.03
H -14.83 3.05 -3.62
O -18.42 7.34 -4.85
H -18.79 8.21 -5.01
H -17.47 7.48 -4.81
O -14.65 6.67 -2.49
H -14.16 6.09 -3.07
H -14.31 6.49 -1.61
C -22.40 8.76 -5.78
Cl -24.13 9.06 -5.72
Cl -21.99 7.74 -4.34
H -22.17 8.28 -6.73
H -21.96 9.75 -5.71
*
```

Calculated values
Kohn-Sham gap in eV: 5.53
Electronic energy in hartree: -5172.915775
Maximum force in Eh/bohr: 0.1339

[9]
The following is a DFT calculation (the ωB97M-V functional and the def2-TZVPD basis) of a molecular structure, C16H29Cl2IrNOSb2.

The geometry in ORCA input format:
```
! RIJCOSX wB97M-V def2-TZVPD def2/J DEFGRID3
* xyz 3 1
Ir -1.82 -0.44 -0.38
C -1.67 2.88 1.39
Sb -0.60 1.05 1.26
C -0.41 0.27 3.21
C 1.39 1.46 0.55
C 2.35 0.51 1.19
C 2.95 0.87 2.39
C 3.80 0.01 3.05
C 4.06 -1.25 2.52
C 3.48 -1.62 1.32
C 2.62 -0.75 0.63
C 2.09 -1.19 -0.70
Sb 0.13 -2.06 -0.56
C 0.21 -3.39 1.08
C -0.25 -3.17 -2.32
H -1.75 3.35 0.41
H -1.08 3.52 2.04
H -2.65 2.72 1.82
H 0.15 0.99 3.80
H 0.14 -0.67 3.19
H -1.40 0.14 3.65
H 1.59 2.49 0.82
H 1.35 1.40 -0.54
H 2.77 1.86 2.80
H 4.28 0.32 3.98
H 4.73 -1.93 3.03
H 3.72 -2.58 0.89
H 2.68 -2.03 -1.08
H 2.07 -0.43 -1.47
H 1.04 -4.07 0.89
H -0.72 -3.95 1.15
H 0.40 -2.84 2.00
H 0.53 -3.93 -2.38
H -0.20 -2.52 -3.19
H -1.22 -3.66 -2.26
Cl -4.43 0.23 2.61
C -3.73 -1.34 2.58
Cl -3.27 -1.84 0.83
H -4.43 -2.13 2.86
H -2.79 -1.39 3.12
C -2.00 3.26 -4.17
N -1.38 2.02 -3.67
C -0.52 1.30 -4.62
C -1.57 1.63 -2.46
O -1.01 0.58 -1.95
H -2.54 3.03 -5.09
H -1.22 3.98 -4.39
H -2.69 3.66 -3.44
H 0.32 1.94 -4.88
H -1.10 1.09 -5.52
H -0.17 0.38 -4.18
H -2.23 2.24 -1.85
*
```

Calculated values
Kohn-Sham gap in eV: 5.98
Electronic energy in hartree: -2261.218339
Relative energy (zero: lowest compared OMol25 entry of this formula, charge and spin) in kcal per mole: 1.7
Maximum force in Eh/bohr: 0.0138